# 1
A 4-piece molecular cluster, C51H38O9S overall at a distorted geometry, computed with ωB97M-V with the def2-TZVPD basis set.

Calculated values
structure (SMILES)	O=C1c2ccccc2C(=O)c2ccccc21.O=C1c2ccccc2C(=O)c2ccccc21.O=C1c2ccccc2C(=O)c2ccccc21.C=C[C@@H](CSCC)OC(=O)CC=O
energy above the lowest of the compared OMol25 structures with the same formula, charge and spin	4.20	kcal per mole
total charge	0
E	-3041.62601	Eh
molar mass	826.923	Da

Each line ends with the Mulliken charge.
Element x y z (Å)
S -4.09397 -1.96606 -7.27074  -0.168
O -3.40465 -3.71302 -0.20847  -0.714
O 1.86703 -1.56542 -5.52380  -0.455
O -0.51960 -1.56621 -3.21853  -0.493
O 8.49665 2.03405 4.98073  -0.670
O -1.63667 -1.90854 4.51445  -0.684
O -2.01186 -1.80048 -4.89350  -0.005
O 4.18153 -0.07167 2.61319  -0.685
O -0.63480 3.59907 -2.22792  -0.697
O -2.24720 5.02238 2.67719  -0.665
C -0.05998 -1.37984 2.26374  -1.073
C 0.67877 -1.15585 1.11419  -0.635
C -3.27058 1.21598 1.27789  -0.549
C 5.20714 -1.42939 6.42748  -0.548
C -1.16396 5.66284 0.68640  0.149
C -4.93127 -4.30985 2.05187  -0.535
C -1.77658 -2.76038 -5.95052  0.658
C -5.18784 -1.61294 -4.69415  -1.087
C -3.74264 -3.59404 2.11875  0.142
C 6.02192 1.38815 2.43414  0.231
C -0.00750 6.18341 -1.36435  -0.530
C -3.98141 -3.42618 4.51195  -0.591
C -0.90000 6.94200 1.15838  -0.561
C -0.13317 -0.26988 -5.19113  -0.524
C 7.90163 2.89748 2.38912  -0.596
C -2.15407 1.74895 -0.78411  -0.938
C -3.27091 -3.14213 3.35258  0.181
C -1.69609 -2.58875 0.96557  0.206
C -3.12143 -3.22359 -6.43050  -1.283
C 7.10349 0.04945 6.37419  -0.602
C -0.87925 -3.87467 -5.47283  -0.091
C -2.01414 -2.34548 3.44689  0.684
C -1.02577 3.93078 -1.12700  0.479
C 0.25638 7.45530 -0.88702  -0.490
C -2.94844 2.46442 1.78298  -0.768
C 5.68651 1.76920 1.14128  -0.549
C -0.19539 7.83679 0.37201  -0.466
C -1.24482 -2.10094 2.19702  0.433
C 7.56041 3.27595 1.10233  -0.474
C -1.30698 -5.02362 -4.96334  -0.959
C 7.13878 1.94872 3.05741  0.308
C -2.98114 -3.33162 0.86372  0.546
C 5.17490 0.38579 3.13864  0.504
C -2.22903 3.36239 1.00444  0.365
C 6.45554 2.70809 0.47645  -0.540
C -2.87968 0.86254 -0.00911  -0.399
C 6.34972 -0.91019 7.02734  -0.454
C -0.88033 -1.27977 -4.34688  0.344
C -1.90988 4.70828 1.55549  0.572
C -1.82207 2.99935 -0.28205  0.274
C -0.72426 5.28509 -0.58413  0.189
C 5.58460 -0.04384 4.50424  0.150
C -5.63709 -4.58667 3.20971  -0.511
C 0.93394 -0.95972 -6.01532  -0.043
C -4.68445 -0.89303 -5.94159  -0.276
C 4.82545 -0.99830 5.16908  -0.570
C -0.94790 -2.36322 -0.18327  -0.580
C 0.23749 -1.65216 -0.10825  -0.603
C 6.72277 0.48934 5.11319  0.365
C 7.53675 1.53510 4.43254  0.511
C -5.15881 -4.15016 4.44088  -0.482
H -2.34727 -5.27619 -4.88152  0.276
H -1.24896 7.22968 2.13988  0.474
H 0.27924 -0.99746 3.21604  0.562
H -1.25873 -2.23612 -6.75333  0.158
H -5.70780 -4.37499 5.34544  0.404
H 6.19497 3.00059 -0.53178  0.414
H 8.15694 4.01348 0.58252  0.393
H -3.60675 -3.07867 5.46425  0.483
H -1.29318 -2.73909 -1.13546  0.728
H -5.29479 -4.64900 1.09227  0.488
H 6.65045 -1.25504 8.00744  0.395
H 0.33695 5.88164 -2.34322  0.480
H -6.02869 -1.06204 -4.29035  0.394
H 0.33681 0.40630 -4.49336  0.388
H -3.13230 -0.11267 -0.40527  0.591
H -2.94853 -3.99010 -7.17366  0.468
H 8.76053 3.33221 2.88016  0.477
H -3.66989 -3.69312 -5.62661  0.317
H 1.60345 -0.59601 1.17171  0.638
H -3.94458 -0.15716 -5.65986  0.178
H 7.98897 0.46119 6.83705  0.474
H -5.51135 -0.35087 -6.37854  0.472
H -4.44120 -1.65974 -3.91616  0.192
H 0.18302 -3.70612 -5.52331  0.275
H 0.00471 8.83427 0.73945  0.399
H -6.56121 -5.14644 3.15589  0.404
H -1.84023 1.47306 -1.78086  0.707
H 0.81368 -1.48099 -1.00662  0.529
H 4.82493 1.32711 0.66159  0.504
H 3.94072 -1.40015 4.69601  0.553
H 0.83336 -0.89603 -7.11164  0.378
H -3.25056 2.74757 2.78120  0.486
H 4.61572 -2.17379 6.94323  0.406
H -0.59777 -5.74821 -4.61059  0.293
H 0.81271 8.15439 -1.49689  0.400
H -0.80117 0.25897 -5.85547  0.280
H -5.53078 -2.61908 -4.89534  0.307
H -3.82726 0.51540 1.88677  0.487

Cartesian forces (eV/Å) of the 6 atoms listed first:
S -0.05 0.03 -0.17
O -0.02 0.01 0.01
O -1.05 0.65 -0.54
O -0.73 0.49 -1.80
O 0.00 -0.01 -0.01
O -0.01 -0.02 0.00


# 2
C3H4N2O as an isolated structure at a distorted geometry, computed with ωB97M-V with the def2-TZVPD basis set.

Calculated values
energy above the lowest of the compared OMol25 structures with the same formula, charge and spin	137.58	kcal per mole
total charge	0
E	-301.26799	Eh
molar mass	84.078	Da

Each line ends with the Mulliken charge.
Element x y z (Å)
O 1.05688 1.68902 -0.48389  -0.437
N -0.17023 -1.16084 -0.44141  -0.447
N 0.24093 -0.02619 1.44784  -0.526
C -0.58159 -0.04482 -1.24534  -0.366
C 0.24839 0.65784 -0.57848  0.453
C -0.22212 -1.08867 0.89005  0.015
H 0.24199 -0.05786 2.45927  0.189
H 0.85102 2.22459 -1.27097  0.370
H -0.54730 -2.00533 1.38341  0.391
H -1.11796 -0.18774 -2.16048  0.358

Cartesian forces (eV/Å) of the 6 atoms listed first:
O -0.06 -0.04 -0.01
N 0.07 -0.77 -0.07
N 0.25 -0.56 0.25
C 0.55 0.10 0.05
C -1.12 0.52 -0.58
C 0.55 -0.13 -0.16


# 3
A 8-piece molecular cluster, C22H48F6NO14S6 overall at a distorted geometry, computed with ωB97M-V with the def2-TZVPD basis set.

Calculated values
total charge	-1
E	-4963.47611	Eh
molar mass	857.009	Da

Each line ends with the Mulliken charge.
Element x y z (Å)
S -6.30922 -2.47767 0.92622  0.453
S 1.16175 6.17172 3.56181  0.404
S -0.73604 -1.09635 -1.44930  0.686
S -3.94829 0.55431 -5.46808  0.455
S -0.89171 0.92363 0.11577  0.706
S 2.86120 0.28252 3.96190  0.585
F -2.65717 1.31787 2.05381  -0.230
F -1.75282 3.12480 1.28453  -0.105
F -2.76908 -2.78055 -1.73727  -0.207
F -0.84663 -3.63163 -2.20858  -0.225
F -3.29550 2.05783 0.14622  -0.228
F -1.44827 -3.35951 -0.13858  -0.154
O -0.48207 5.14806 -1.10310  -0.124
O -0.44411 1.77899 -0.95957  -0.607
O 6.16080 -2.32211 -2.91017  -0.556
O 0.07531 0.67051 1.14850  -0.485
O -0.08127 7.35456 -1.22584  -0.621
O -7.22136 -1.32850 0.61626  -0.631
O 1.84359 6.88174 2.42532  -0.611
O 0.04990 -4.20409 2.13755  -0.355
O -1.00818 -0.76274 -2.83251  -0.502
O 2.14377 -3.54150 2.63595  -0.539
O 5.12539 -4.08268 -1.95834  -0.380
O 4.22277 0.86406 4.18816  -0.692
O -3.91461 1.20941 -6.80793  -0.666
O 0.64873 -1.15776 -1.06180  -0.519
N -1.72924 -0.29928 -0.38925  -0.004
C 2.81917 -1.28732 4.84848  -0.735
C 0.32066 6.21961 -1.12304  0.715
C 2.90140 -0.47801 2.30234  -0.494
C -0.74426 -2.06193 2.87420  0.417
C -0.58526 6.44586 3.24934  -0.628
C 1.18544 4.36666 3.31647  -0.790
C -2.43705 4.73839 -2.47500  -1.049
C -1.49328 -2.82910 -1.36174  0.377
C -2.22525 1.94026 0.93388  0.354
C 1.75302 5.80066 -0.93177  -0.786
C 1.36418 -4.21882 2.00040  0.899
C -1.89994 5.32495 -1.17884  -0.316
C -4.56842 -1.94366 0.82945  -0.599
C -0.53166 -3.51644 3.27993  -0.609
C 3.88007 -3.36746 -1.84255  -0.420
C 1.80553 -5.18600 0.94761  -1.019
C 7.50571 -4.01250 -1.91825  -1.076
C 6.19694 -3.36994 -2.31684  0.752
C -3.10254 -1.04802 -5.55939  -0.635
C 3.85093 -2.21879 -0.85818  -0.405
C -6.27851 -3.57812 -0.52694  -0.769
C -2.71578 1.36710 -4.41269  -0.437
H 3.49606 -1.38527 2.40522  0.312
H -3.20475 5.41286 -2.86283  0.370
H 2.12256 -6.07449 1.50781  0.342
H -3.48129 -1.62215 -4.71334  0.172
H -1.62343 4.78973 -3.19966  0.356
H 2.86660 -1.78892 -0.68566  -0.133
H 8.26578 -3.25325 -2.07514  0.336
H -5.31269 -4.08763 -0.48024  0.204
H 0.19321 -3.54003 4.09351  0.328
H -2.03370 -0.88434 -5.43767  0.171
H -7.03377 -4.36180 -0.48535  0.354
H -2.56507 0.83922 -3.47358  -0.009
H -0.95911 5.79950 2.45407  -0.041
H 3.29553 0.22942 1.57818  0.487
H 2.11281 3.95770 3.71748  0.399
H -2.15120 6.36251 -0.97031  0.517
H -0.65462 7.48445 2.93684  0.360
H -1.75219 1.33400 -4.92372  0.363
H 3.80091 -1.75910 4.77449  0.333
H 1.73698 4.71447 -1.04554  0.182
H -2.36515 4.74913 -0.37595  0.144
H 2.69585 -4.92054 0.38724  0.134
H -6.38913 -3.06439 -1.48070  0.277
H 2.41576 6.18389 -1.70265  0.314
H 0.96278 -5.44835 0.31233  0.282
H 2.06773 6.04155 0.08288  0.180
H -1.18573 -1.45593 3.66780  0.527
H -3.11953 2.37449 -4.35590  0.223
H 0.35922 3.92789 3.87638  0.348
H 1.14013 4.08584 2.26361  0.192
H 2.10893 -1.99354 4.41681  -0.017
H -1.44324 -4.06838 3.47740  0.408
H -3.93031 -2.82086 0.79417  0.158
H 3.11027 -4.09486 -1.59076  0.309
H 4.11341 -2.65535 0.11392  0.281
H -4.42402 -1.31649 -0.05490  0.221
H 7.75524 -4.90341 -2.49492  0.281
H 1.92698 -0.80337 1.94111  -0.191
H 3.63515 -3.05249 -2.86132  0.396
H 0.18396 -1.55939 2.61428  -0.622
H 2.58086 -1.12832 5.89926  0.395
H -1.38662 -2.03365 1.99452  -0.220
H -1.15504 6.24222 4.15626  0.380
H 4.56563 -1.44421 -1.12676  0.468
H -2.82655 3.73296 -2.36249  0.126
H -3.34744 -1.53723 -6.49767  0.388
H 7.45478 -4.34213 -0.88051  0.295
H -4.38130 -1.24500 1.64351  0.326

Cartesian forces (eV/Å) of the 6 atoms listed first:
S -0.41 0.06 -0.26
S 0.25 0.22 -0.46
S -1.19 0.12 -0.85
S -0.10 -0.23 0.23
S 0.81 2.42 0.18
S 0.08 -0.11 -0.57